No. 1
This record from the Open Molecules 2025 dataset describes a cluster of 2 separate species, C10H16O in total. The level of theory is the ωB97M-V functional and the def2-TZVPD basis.

Computed properties:
- gap between HOMO and LUMO (eV) = 9.141
- HOMO level (hartree) = -0.30403
- SMILES = CCc1ccc(O)cc1.CC
- energy relative to the best compared isomer or geometry (same formula, charge and spin) (kcal per mole) = 41.7

Structure (ORCA input):
```
! RIJCOSX wB97M-V def2-TZVPD def2/J DEFGRID3
* xyz 0 1
C 1.820 0.987 0.675
C 0.987 -0.066 1.395
C 0.840 -1.244 0.456
C -0.366 -1.626 -0.104
C -0.420 -2.848 -0.769
C 0.698 -3.672 -0.919
O 0.599 -4.786 -1.668
C 1.947 -3.178 -0.536
C 2.017 -2.007 0.181
H 1.995 1.909 1.227
H 1.245 1.397 -0.176
H 2.727 0.663 0.180
H 1.359 -0.564 2.311
H 0.056 0.263 1.879
H -1.177 -0.980 0.224
H -1.420 -3.219 -1.016
H -0.301 -4.967 -1.882
H 2.858 -3.652 -0.875
H 2.764 -1.674 0.898
C -2.206 3.456 0.561
C -2.363 3.817 -0.930
H -1.451 4.104 1.004
H -3.115 3.693 1.114
H -1.833 2.450 0.678
H -2.724 4.843 -0.960
H -1.443 3.709 -1.502
H -3.093 3.192 -1.447
*
```


No. 2
This record from the Open Molecules 2025 dataset describes an isolated molecule of C25H26N2O4S. The level of theory is the ωB97M-V functional and the def2-TZVPD basis.

Computed properties:
- gap between HOMO and LUMO (eV) = 8.094
- HOMO level (hartree) = -0.28670
- SMILES = CCOC(=O)C1CCN(C(=O)c2ccc3c(c2)NC(=O)/C(=C\c2ccc(C)cc2)S3)CC1
- energy relative to the best compared isomer or geometry (same formula, charge and spin) (kcal per mole) = 0.6

Structure (ORCA input):
```
! RIJCOSX wB97M-V def2-TZVPD def2/J DEFGRID3
* xyz 0 1
C 4.197 2.702 -2.181
C 3.982 3.086 -0.726
O 4.612 2.127 0.132
C 3.849 1.378 0.913
O 2.652 1.491 1.016
C 4.678 0.391 1.734
C 3.803 -0.784 2.191
C 3.837 -1.904 1.136
N 4.080 -1.344 -0.170
C 3.122 -1.069 -1.082
O 3.350 -0.456 -2.109
C 1.754 -1.600 -0.774
C 1.390 -2.887 -1.160
C 0.107 -3.338 -0.924
C -0.825 -2.515 -0.304
C -0.469 -1.223 0.084
C 0.824 -0.774 -0.164
N -1.352 -0.396 0.760
C -2.705 -0.520 0.912
O -3.309 0.255 1.624
C -3.362 -1.632 0.189
C -4.646 -1.634 -0.203
C -5.576 -0.516 -0.167
C -6.912 -0.753 0.155
C -7.824 0.283 0.188
C -7.440 1.581 -0.127
C -8.420 2.712 -0.076
C -6.115 1.809 -0.482
C -5.195 0.782 -0.503
S -2.444 -3.141 0.008
C 5.416 -0.807 -0.340
C 5.888 -0.122 0.949
H 5.259 2.690 -2.415
H 3.784 1.715 -2.377
H 3.703 3.425 -2.823
H 4.445 4.051 -0.499
H 2.916 3.125 -0.485
H 5.020 0.955 2.608
H 2.781 -0.422 2.320
H 4.153 -1.171 3.148
H 4.651 -2.603 1.352
H 2.899 -2.460 1.133
H 2.110 -3.528 -1.644
H -0.190 -4.334 -1.213
H 1.105 0.223 0.139
H -0.950 0.422 1.202
H -5.047 -2.563 -0.591
H -7.227 -1.756 0.405
H -8.851 0.082 0.458
H -8.267 3.394 -0.911
H -9.443 2.344 -0.103
H -8.285 3.278 0.846
H -5.803 2.809 -0.748
H -4.176 0.980 -0.802
H 6.102 -1.618 -0.615
H 5.373 -0.099 -1.170
H 6.558 0.700 0.703
H 6.431 -0.826 1.581
*
```


No. 3
This record from the Open Molecules 2025 dataset describes the ion C4H13N3 with charge +2. The level of theory is the ωB97M-V functional and the def2-TZVPD basis.

Computed properties:
- gap between HOMO and LUMO (eV) = 9.996
- HOMO level (hartree) = -0.68959
- SMILES = C=[NH+]CN([NH3+])CC
- energy relative to the best compared isomer or geometry (same formula, charge and spin) (kcal per mole) = 130.1

Structure (ORCA input):
```
! RIJCOSX wB97M-V def2-TZVPD def2/J DEFGRID3
* xyz 2 1
C 1.199 -2.760 -0.031
N 0.625 -1.644 -0.131
C -0.836 -1.187 -0.272
N -0.581 0.312 -0.180
N -1.500 1.131 -0.930
C -0.038 0.843 1.064
C 1.089 1.801 0.598
H 0.593 -3.648 0.242
H 2.203 -3.009 -0.085
H 1.184 -0.806 -0.296
H -1.194 -1.476 -1.252
H -1.612 -1.399 0.440
H -2.009 0.819 -1.800
H -2.249 1.678 -0.458
H -0.673 1.746 -1.221
H -0.859 1.275 1.592
H 0.598 -0.009 1.484
H 0.683 2.764 0.367
H 1.883 2.154 1.213
H 1.493 1.414 -0.346
*
```


No. 4
This record from the Open Molecules 2025 dataset describes a cluster of 2 separate species, C2H3BrClF in total. The level of theory is the ωB97M-V functional and the def2-TZVPD basis.

Computed properties:
- gap between HOMO and LUMO (spin up / spin down) (eV) = 9.340 / 9.339
- HOMO level (spin up / spin down) (hartree) = -0.38325 / -0.38324
- energy relative to the best compared isomer or geometry (same formula, charge and spin) (kcal per mole) = 58.0

Structure (ORCA input):
```
! RIJCOSX wB97M-V def2-TZVPD def2/J DEFGRID3
* xyz 0 1
C -0.816 0.240 0.186
C 0.617 -0.137 0.214
F 0.973 -0.375 -1.815
Cl 0.960 -1.739 0.769
Br 1.933 1.132 0.218
H -1.400 -0.499 0.810
H -1.004 1.261 0.544
H -1.264 0.117 -0.926
*
```


No. 5
This record from the Open Molecules 2025 dataset describes a structure of composition C21H16BCl2MgN9OSe3Te. The level of theory is the ωB97M-V functional and the def2-TZVPD basis.

Computed properties:
- gap between HOMO and LUMO (spin up / spin down) (eV) = 6.449 / 4.764
- HOMO level (spin up / spin down) (hartree) = -0.15283 / -0.14771
- energy relative to the best compared isomer or geometry (same formula, charge and spin) (kcal per mole) = 13.3
- <S²> = 0.76

Structure (ORCA input):
```
! RIJCOSX wB97M-V def2-TZVPD def2/J DEFGRID3
* xyz -1 2
Mg 0.929 0.754 1.536
C -1.814 2.708 -0.924
C -1.274 2.509 0.349
N -0.232 1.711 0.262
N -0.076 1.361 -1.005
C -1.009 1.964 -1.759
B 1.117 0.492 -1.395
N 2.348 1.300 -0.950
C 3.250 2.017 -1.641
C 4.029 2.712 -0.742
C 3.507 2.363 0.504
N 2.502 1.526 0.355
N 1.151 -0.867 -0.674
C 0.999 -2.100 -1.185
C 1.106 -3.008 -0.154
C 1.330 -2.222 0.974
N 1.359 -0.952 0.628
N 1.056 0.160 -2.883
C 2.041 -0.119 -3.762
C 1.469 -0.639 -4.900
C 0.100 -0.667 -4.609
N -0.128 -0.195 -3.401
H -2.670 3.297 -1.196
H -1.578 2.915 1.298
H -1.050 1.840 -2.822
H 3.280 2.024 -2.712
H 4.852 3.362 -0.955
H 3.839 2.671 1.478
H 0.826 -2.287 -2.226
H 1.024 -4.075 -0.211
H 1.479 -2.523 1.996
H 3.074 0.046 -3.532
H 1.957 -0.944 -5.803
H -0.711 -1.014 -5.220
Cl -1.044 -0.626 5.364
C -1.918 -1.057 3.933
C -3.107 -1.764 4.051
C -3.800 -2.114 2.918
Cl -5.302 -2.969 3.096
C -3.319 -1.788 1.637
C -3.974 -2.114 0.431
C -3.409 -1.755 -0.763
C -2.179 -1.083 -0.754
N -1.554 -0.757 0.346
C -2.091 -1.071 1.532
C -1.367 -0.646 2.708
O -0.308 0.051 2.639
H -3.478 -2.024 5.033
H -4.918 -2.637 0.472
H -3.895 -1.982 -1.700
H -1.695 -0.809 -1.683
Se 2.701 -0.027 3.507
Se 3.787 1.689 4.453
Te 2.112 3.535 4.995
Se 0.676 3.827 3.067
*
```


No. 6
This record from the Open Molecules 2025 dataset describes a structure of composition C18H32N4O3Ti. The level of theory is the ωB97M-V functional and the def2-TZVPD basis.

Computed properties:
- gap between HOMO and LUMO (spin up / spin down) (eV) = 8.285 / 5.179
- HOMO level (spin up / spin down) (hartree) = -0.68953 / -0.68951
- energy relative to the best compared isomer or geometry (same formula, charge and spin) (kcal per mole) = 24.5
- <S²> = 0.78

Structure (ORCA input):
```
! RIJCOSX wB97M-V def2-TZVPD def2/J DEFGRID3
* xyz 3 2
Ti -0.475 0.368 0.475
C -3.108 -1.895 3.557
C -2.001 -0.854 3.641
C -2.559 0.571 3.638
C -0.917 -1.042 2.596
C -1.014 -1.931 1.519
C 0.069 -2.169 0.660
C 1.292 -1.512 0.836
C 2.477 -1.808 -0.023
C 1.379 -0.573 1.886
C 0.305 -0.344 2.743
H -3.786 -1.774 4.400
H -2.727 -2.916 3.594
H -3.707 -1.782 2.649
H -1.477 -0.997 4.593
H -3.069 0.799 2.696
H -1.787 1.326 3.788
H -3.287 0.685 4.440
H -1.921 -2.506 1.381
H -0.049 -2.874 -0.152
H 3.106 -2.537 0.495
H 3.080 -0.919 -0.199
H 2.184 -2.244 -0.977
H 2.304 -0.026 2.030
H 0.425 0.357 3.559
C 0.335 -1.081 -3.996
O 0.888 -0.158 -3.005
C 0.303 -0.023 -1.862
O -0.763 -0.609 -1.502
N 0.812 0.797 -0.935
N -0.377 1.993 1.319
H -0.422 -0.552 -4.568
H -0.080 -1.952 -3.497
H 1.174 -1.347 -4.627
H 1.646 1.327 -1.155
H -1.104 2.697 1.224
H 0.356 2.359 1.920
C -1.998 2.846 -2.048
N -3.123 1.914 -2.001
C -4.149 2.103 -3.050
C -4.845 0.797 -3.340
C -5.392 0.247 -2.046
N -4.371 0.246 -0.994
C -4.597 -0.605 0.162
C -3.237 1.022 -1.003
O -2.410 0.925 -0.058
H -1.492 2.718 -3.007
H -1.315 2.670 -1.226
H -2.397 3.863 -2.011
H -3.635 2.515 -3.916
H -4.840 2.870 -2.679
H -4.161 0.086 -3.805
H -5.666 0.965 -4.037
H -5.760 -0.777 -2.125
H -6.222 0.854 -1.652
H -5.614 -0.983 0.131
H -4.406 -0.037 1.073
H -3.889 -1.439 0.112
*
```


No. 7
This record from the Open Molecules 2025 dataset describes an isolated molecule of C6H10O. The level of theory is the ωB97M-V functional and the def2-TZVPD basis.

Computed properties:
- gap between HOMO and LUMO (eV) = 8.942
- HOMO level (hartree) = -0.31258
- energy relative to the best compared isomer or geometry (same formula, charge and spin) (kcal per mole) = 67.4

Structure (ORCA input):
```
! RIJCOSX wB97M-V def2-TZVPD def2/J DEFGRID3
* xyz 0 1
C -0.307 -0.077 1.911
C -0.147 -0.335 0.422
O -0.662 -1.650 0.215
C 1.321 -0.238 -0.067
C 1.423 0.335 -1.447
C 0.020 0.672 -1.755
C -0.854 0.684 -0.491
H -1.359 -0.159 2.204
H 0.056 0.921 2.176
H 0.262 -0.821 2.478
H -0.523 -1.897 -0.708
H 1.876 0.521 0.514
H 1.884 -1.169 0.068
H -0.075 -0.308 -2.291
H -0.177 1.423 -2.525
H -1.901 0.412 -0.658
H -0.836 1.687 -0.046
*
```


No. 8
This record from the Open Molecules 2025 dataset describes a structure of composition C3H2Cl3O3. The level of theory is the ωB97M-V functional and the def2-TZVPD basis.

Computed properties:
- gap between HOMO and LUMO (eV) = 8.000
- HOMO level (hartree) = -0.17555
- energy relative to the best compared isomer or geometry (same formula, charge and spin) (kcal per mole) = 4.6

Structure (ORCA input):
```
! RIJCOSX wB97M-V def2-TZVPD def2/J DEFGRID3
* xyz -1 1
C -0.797 2.873 1.131
C -0.258 -2.339 -0.056
C -0.109 -1.224 -0.686
O 0.098 3.036 1.819
O -1.628 2.878 0.367
O -0.085 0.015 -0.429
Cl -0.200 -2.578 1.735
Cl 2.212 1.482 -0.362
Cl 0.216 -1.755 -2.458
H -0.402 -3.174 -0.619
H 0.952 0.786 -0.442
*
```


No. 9
This record from the Open Molecules 2025 dataset describes a structure of composition C30H43F5OP2Pd. The level of theory is the ωB97M-V functional and the def2-TZVPD basis.

Computed properties:
- gap between HOMO and LUMO (spin up / spin down) (eV) = 7.354 / 4.960
- HOMO level (spin up / spin down) (hartree) = -0.45622 / -0.48900
- <S²> = 6.05

Structure (ORCA input):
```
! RIJCOSX wB97M-V def2-TZVPD def2/J DEFGRID3
* xyz 2 5
Pd 0.658 -1.253 0.261
C -0.420 -2.622 2.170
C 0.975 -2.777 1.738
C 0.889 -1.327 3.560
C -0.436 -1.736 3.273
C 1.774 -1.940 2.648
C -1.578 -3.455 1.739
H -1.365 -3.993 0.807
H -2.468 -2.834 1.560
H -1.855 -4.199 2.508
C -1.618 -1.321 4.054
H -2.539 -1.748 3.640
H -1.724 -0.229 4.074
H -1.528 -1.651 5.096
C 1.257 -0.455 4.693
H 1.161 -0.988 5.653
H 0.593 0.419 4.766
H 2.290 -0.088 4.609
C 3.258 -1.919 2.754
H 3.621 -2.479 3.635
H 3.637 -0.890 2.856
H 3.727 -2.363 1.866
C 1.498 -3.994 1.072
H 1.719 -4.760 1.820
H 2.422 -3.766 0.534
H 0.746 -4.401 0.385
C -1.709 0.249 -4.663
C -1.720 -1.079 -4.935
C -0.831 -1.768 -5.917
C 0.555 -1.129 -6.149
C 1.277 -0.634 -4.917
C 1.277 0.664 -4.527
C 0.365 1.733 -5.069
C -1.014 1.247 -5.556
H -1.343 -1.828 -6.889
H 0.466 -0.352 -6.919
H -0.692 -2.809 -5.593
H -0.936 0.878 -6.587
H -2.363 0.662 -3.887
H -2.518 -1.724 -4.532
H -1.667 2.129 -5.630
H 0.214 2.485 -4.282
H 2.040 1.018 -3.818
H 0.837 2.267 -5.909
H 1.178 -1.912 -6.604
H 1.930 -1.357 -4.416
P -1.065 -0.474 -0.927
P 1.775 0.685 0.122
C -0.281 0.916 -1.839
C 0.754 1.709 -0.994
H -1.046 1.585 -2.272
H 0.210 0.420 -2.692
H 1.474 2.227 -1.647
H 0.240 2.460 -0.369
C 2.086 1.674 1.571
H 2.647 1.091 2.311
H 1.136 1.970 2.042
H 2.670 2.559 1.282
C 3.341 0.243 -0.639
H 3.730 1.088 -1.212
H 3.202 -0.632 -1.284
H 4.040 -0.029 0.162
C -2.547 0.104 -0.119
H -2.976 -0.745 0.436
H -3.296 0.471 -0.834
H -2.285 0.894 0.606
C -1.327 -1.931 -1.941
H -0.399 -2.520 -2.011
H -1.601 -1.640 -2.951
H -2.133 -2.546 -1.519
F -2.159 6.414 5.349
C -1.857 5.245 4.748
C -1.562 5.204 3.381
F -1.603 6.341 2.649
C -1.233 4.009 2.790
F -0.927 3.989 1.475
C -1.188 2.766 3.507
O -0.876 1.677 2.953
C -1.512 2.871 4.906
F -1.481 1.746 5.662
C -1.838 4.068 5.504
F -2.151 4.118 6.823
*
```


No. 10
This record from the Open Molecules 2025 dataset describes a structure of composition C5H10N2O. The level of theory is the ωB97M-V functional and the def2-TZVPD basis.

Computed properties:
- gap between HOMO and LUMO (spin up / spin down) (eV) = 8.190 / 8.191
- HOMO level (spin up / spin down) (hartree) = -0.29099 / -0.29100
- energy relative to the best compared isomer or geometry (same formula, charge and spin) (kcal per mole) = 102.2

Structure (ORCA input):
```
! RIJCOSX wB97M-V def2-TZVPD def2/J DEFGRID3
* xyz 0 1
C 0.189 -0.503 0.320
C -0.011 0.857 -0.153
C -1.276 -0.274 1.198
C -0.760 1.236 -1.378
N 1.284 -0.559 1.145
C 2.341 0.630 -0.032
N -0.097 -1.526 -0.672
O 3.462 0.821 0.157
H 1.611 -1.506 1.317
H 0.162 1.639 0.576
H 0.655 -1.518 -1.355
H -0.099 -2.438 -0.230
H -1.100 0.367 2.055
H -1.404 -1.298 1.539
H -2.147 0.017 0.616
H -1.554 1.953 -1.155
H -1.186 0.370 -1.881
H -0.071 1.733 -2.067
*
```


No. 11
This record from the Open Molecules 2025 dataset describes a cluster of 2 separate species, C8H15FNO2S in total. The level of theory is the ωB97M-V functional and the def2-TZVPD basis.

Computed properties:
- gap between HOMO and LUMO (eV) = 6.987
- HOMO level (hartree) = -0.12822
- energy relative to the best compared isomer or geometry (same formula, charge and spin) (kcal per mole) = 48.6

Structure (ORCA input):
```
! RIJCOSX wB97M-V def2-TZVPD def2/J DEFGRID3
* xyz -1 1
C 1.589 -2.702 -0.191
C 1.685 -1.822 -1.401
C 0.421 -2.162 0.621
C 1.478 -0.424 -0.777
C 0.538 -0.648 0.398
C -2.879 1.071 1.049
C -0.309 2.762 0.414
C -1.276 0.954 0.957
N -0.852 -0.197 0.243
O 0.610 3.483 -1.984
O -0.870 1.548 -1.888
F -0.811 0.992 2.358
S -0.652 2.947 -1.419
H 1.158 -3.676 -0.534
H 2.447 -2.879 0.538
H 2.639 -1.815 -2.016
H 0.934 -1.968 -2.177
H -0.479 -2.452 0.187
H 0.400 -2.376 1.671
H 2.509 -0.258 -0.209
H 1.426 0.407 -1.491
H 1.025 -0.157 1.263
H -2.985 1.794 1.860
H -3.156 1.285 0.066
H -3.320 0.087 1.231
H 0.636 2.566 0.886
H -1.044 3.363 1.007
H -0.863 0.278 -0.662
*
```


No. 12
This record from the Open Molecules 2025 dataset describes an isolated molecule of C7H12O4S. The level of theory is the ωB97M-V functional and the def2-TZVPD basis.

Computed properties:
- gap between HOMO and LUMO (spin up / spin down) (eV) = 6.906 / 7.238
- HOMO level (spin up / spin down) (hartree) = -0.23039 / -0.37357
- <S²> = 2.01

Structure (ORCA input):
```
! RIJCOSX wB97M-V def2-TZVPD def2/J DEFGRID3
* xyz 0 3
C 0.327 -1.037 -0.338
C 0.579 1.571 -0.845
C -0.303 1.525 0.438
C -1.153 -1.047 -0.723
C 1.338 0.118 -0.885
C -1.906 -2.249 -0.116
C 2.468 0.441 1.147
O 0.796 -1.958 0.275
O -2.805 1.067 -0.771
O -2.227 0.157 1.443
O 2.538 0.121 -0.209
S -1.838 0.546 0.145
H 1.338 -0.008 -1.994
H 0.153 1.638 -1.862
H 1.244 2.417 -0.829
H 0.018 0.958 1.299
H -0.517 2.608 0.804
H -1.380 -0.789 -1.724
H -1.129 -2.813 0.502
H -2.266 -2.832 -0.896
H -2.676 -1.913 0.494
H 2.442 1.441 1.406
H 3.454 0.148 1.535
H 1.506 -0.111 1.704
*
```


The records above give, respectively, largest force on an atom values of 0.0605; 0.0171; 0.0904; 0.0687; 0.0478; 0.0093; 0.0087; 0.0761; 0.0393; 0.0227; 0.0949; 0.1216 Eh/bohr.